# 1
# C5H9N5O2

The molecule C5H9N5O2 in a non-equilibrium geometry (ωB97M-V/def2-TZVPD, the OMol25 dataset).

Element x y z (Å)
C -1.209 0.823 2.275
C -0.855 -1.180 -0.846
C 1.188 -0.121 0.299
C -0.421 1.437 -0.739
C -0.290 -0.052 -0.026
N -1.059 -0.174 1.324
N -1.791 0.375 3.360
N -1.732 -1.256 1.954
N -2.093 -0.923 3.066
N -0.652 1.974 1.875
O -0.355 2.230 0.261
O -1.218 3.148 2.373
H -0.641 -2.090 -0.232
H -0.310 -1.333 -1.804
H -1.976 -1.114 -1.014
H 1.358 0.954 0.578
H 1.812 -0.456 -0.545
H 1.341 -0.812 1.123
H -1.442 1.718 -1.144
H 0.417 1.553 -1.490
H -0.755 3.796 1.794

The net charge is 0. The calculation puts the HOMO-LUMO gap at 8.85 eV. Its SMILES is CC1(C)CON(O)c2nnnn21. As for the electronic energy: -16868.804 eV. For the energy above the lowest of the compared OMol25 structures with the same formula, charge and spin, the calculation gives 6.923 eV. The LUMO energy is -0.47 eV.

Here are the Mulliken charges for atoms 1 to 8, given in e:
1. C 0.364
2. C -1.581
3. C -1.343
4. C -0.449
5. C 1.091
6. N 0.518
7. N -0.453
8. N -0.380

***

# 2
# C15H24BrIN3O2S

A structure of composition C15H24BrIN3O2S (ωB97M-V/def2-TZVPD, the OMol25 dataset).

Element x y z (Å)
C 2.966 -3.289 0.440
C 1.894 -2.713 0.946
N 0.552 -3.095 0.550
C 0.005 -4.274 0.964
Br 0.992 -5.331 2.130
C -1.240 -4.642 0.556
I -2.085 -6.449 1.123
C -1.985 -3.761 -0.267
N -3.239 -4.083 -0.688
C -1.447 -2.496 -0.602
C -2.271 -1.477 -1.352
C -3.665 -1.142 -0.781
C -3.722 -1.016 0.746
C -0.167 -2.213 -0.224
C 0.514 -0.925 -0.606
N 0.277 0.092 0.428
H 2.888 -4.083 -0.290
H 3.948 -2.979 0.765
H 1.930 -1.930 1.690
H -3.506 -3.668 -1.569
H -3.436 -5.076 -0.693
H -1.725 -0.541 -1.399
H -2.376 -1.820 -2.388
H -3.932 -0.182 -1.222
H -4.426 -1.833 -1.137
H -2.851 -1.450 1.234
H -4.594 -1.531 1.146
H -3.788 0.022 1.060
H 1.565 -1.113 -0.829
H 0.082 -0.565 -1.535
H 1.026 0.070 1.110
H 0.357 1.002 -0.023
C 2.686 5.965 -0.215
C 3.155 4.932 0.820
C 1.943 4.061 1.175
S 0.883 4.074 -0.280
O -0.359 4.717 0.050
O 0.861 2.761 -0.895
C 1.888 5.185 -1.255
H 3.523 6.487 -0.673
H 2.046 6.709 0.261
H 3.942 4.313 0.386
H 3.564 5.408 1.709
H 2.207 3.031 1.401
H 1.357 4.479 1.992
H 1.229 5.795 -1.868
H 2.532 4.574 -1.888

The net charge is +1. The calculation puts the HOMO-LUMO gap at 9.15 eV. As for the electronic energy: -113481.292 eV. The LUMO energy is -3.28 eV.

Here are the Mulliken charges for atoms 1 to 8, given in e:
1. C -0.570
2. C -0.803
3. N 0.187
4. C 0.371
5. Br -0.037
6. C -0.609
7. I 0.204
8. C 1.111

***

# 3
# C4H10N2

The molecule C4H10N2 in a non-equilibrium geometry (ωB97M-V/def2-TZVPD, the OMol25 dataset).

Element x y z (Å)
C 1.503 0.242 0.270
C -0.021 2.078 -0.476
C -1.471 -2.001 0.119
N 0.718 1.509 0.643
C 0.532 -0.869 -0.005
N -0.625 -0.907 0.579
H 0.055 1.292 1.394
H 2.122 -0.033 1.128
H 2.141 0.417 -0.601
H 0.839 -1.620 -0.753
H -0.402 3.067 -0.200
H 0.617 2.208 -1.356
H -0.884 1.466 -0.764
H -1.086 -2.967 0.462
H -2.474 -1.872 0.535
H -1.563 -2.010 -0.973

The net charge is 0. The calculation puts the HOMO-LUMO gap at 9.80 eV. Its SMILES is C/N=C/CNC. As for the electronic energy: -7289.121 eV. For the energy above the lowest of the compared OMol25 structures with the same formula, charge and spin, the calculation gives 1.499 eV. The LUMO energy is 1.15 eV.

Here are the Mulliken charges for atoms 1 to 8, given in e:
1. C -0.584
2. C -0.786
3. C -0.871
4. N -0.441
5. C 0.039
6. N -0.404
7. H 0.304
8. H 0.278

***

# 4
# CH10O5

A cluster of 5 separate species, CH10O5 in total in a non-equilibrium geometry (ωB97M-V/def2-TZVPD, the OMol25 dataset).

Element x y z (Å)
O 0.845 1.375 -1.957
C 0.194 1.808 -1.031
H -0.491 2.656 -1.158
H 0.341 1.347 -0.051
H 0.806 -0.451 -2.331
H -0.209 -1.574 -2.639
O 0.671 -1.418 -2.284
H 0.728 -2.089 -0.591
H 1.387 -2.750 0.618
O 0.547 -2.379 0.330
H -0.874 1.377 1.978
H -0.408 2.570 2.840
O -0.322 2.176 1.970
H -0.488 -0.807 0.925
H -1.513 -1.336 1.882
O -1.214 -0.505 1.500

The net charge is 0. The calculation puts the HOMO-LUMO gap at 11.10 eV. Its SMILES is C=O.O.O.O.O. As for the electronic energy: -11436.438 eV. For the energy above the lowest of the compared OMol25 structures with the same formula, charge and spin, the calculation gives 0.039 eV. The LUMO energy is 0.62 eV.

Here are the Mulliken charges for atoms 1 to 8, given in e:
1. O -0.546
2. C 0.057
3. H 0.287
4. H 0.177
5. H 0.370
6. H 0.320
7. O -0.726
8. H 0.405